Record 1
121
Properties=species:S:1:pos:R:3:lowdin_charge:R:1 method="wB97M-V/def2-TZVPD" total_charge=-1 largest_force_ev_per_a=0.590 relative_energy_kcal_mol=6.0 lumo_ha=0.0874
Pd -1.271 0.099 0.894 0.342
C 1.500 1.289 -1.303 -0.230
Si -0.027 1.719 -0.214 0.534
C -1.114 2.584 -1.571 -0.276
C -0.812 3.841 -2.104 -0.121
C -1.642 4.516 -2.983 -0.099
C -2.821 3.917 -3.400 -0.103
C -3.096 2.626 -2.981 -0.131
C -2.261 1.943 -2.091 -0.372
P -2.540 0.142 -1.735 1.091
C -4.250 -0.169 -2.426 -0.469
C -5.300 0.442 -1.493 -0.234
C -6.722 0.159 -1.960 -0.202
C -6.964 -1.341 -2.077 -0.214
C -5.925 -1.984 -2.988 -0.207
C -4.503 -1.677 -2.523 -0.219
C -1.434 -0.493 -3.095 -0.436
C -1.827 -0.165 -4.533 -0.198
C -0.688 -0.511 -5.492 -0.200
C -0.260 -1.971 -5.357 -0.211
C 0.085 -2.314 -3.910 -0.203
C -1.076 -1.975 -2.980 -0.207
C 0.726 3.049 0.988 -0.272
C 0.527 4.425 0.862 -0.129
C 0.948 5.347 1.807 -0.103
C 1.583 4.905 2.955 -0.101
C 1.793 3.545 3.114 -0.130
C 1.394 2.610 2.159 -0.353
P 1.692 0.791 2.366 1.104
C 3.447 0.504 3.042 -0.423
C 4.297 -0.180 1.963 -0.237
C 4.859 0.824 0.965 -0.210
C 5.729 1.859 1.667 -0.211
C 4.925 2.572 2.749 -0.205
C 4.312 1.571 3.724 -0.210
C 0.658 0.344 3.831 -0.469
C 0.531 -1.190 3.899 -0.226
C -0.024 -1.668 5.250 -0.201
C -0.971 -0.620 5.818 -0.208
C -0.194 0.659 6.161 -0.190
C 1.009 0.868 5.222 -0.201
H 1.872 2.204 -1.778 0.023
H 1.285 0.573 -2.099 -0.004
H 2.318 0.882 -0.709 -0.023
H 0.123 4.323 -1.836 0.087
H -1.364 5.501 -3.342 0.094
H -3.497 4.427 -4.077 0.093
H -3.980 2.143 -3.377 0.084
H -4.375 0.240 -3.438 0.097
H -5.150 1.522 -1.395 0.096
H -5.158 0.003 -0.496 0.103
H -6.879 0.630 -2.939 0.113
H -7.442 0.612 -1.274 0.108
H -7.975 -1.542 -2.443 0.102
H -6.894 -1.791 -1.080 0.116
H -6.055 -1.603 -4.009 0.112
H -6.076 -3.066 -3.039 0.105
H -3.791 -2.138 -3.210 0.080
H -4.327 -2.130 -1.539 0.121
H -0.517 0.068 -2.878 0.082
H -2.092 0.891 -4.631 0.102
H -2.720 -0.743 -4.809 0.111
H 0.166 0.137 -5.266 0.116
H -0.980 -0.292 -6.523 0.104
H 0.587 -2.183 -6.016 0.102
H -1.084 -2.615 -5.687 0.111
H 0.970 -1.745 -3.599 0.111
H 0.349 -3.373 -3.817 0.102
H -0.838 -2.232 -1.952 0.073
H -1.935 -2.595 -3.262 0.098
H -0.027 4.816 0.019 0.068
H 0.758 6.404 1.652 0.095
H 1.909 5.600 3.720 0.095
H 2.299 3.219 4.007 0.068
H 3.231 -0.259 3.804 0.089
H 3.710 -0.950 1.457 0.084
H 5.140 -0.690 2.453 0.111
H 4.032 1.343 0.472 0.091
H 5.420 0.312 0.177 0.107
H 6.123 2.584 0.950 0.104
H 6.595 1.358 2.118 0.108
H 4.139 3.163 2.277 0.097
H 5.560 3.278 3.295 0.108
H 3.769 2.081 4.520 0.085
H 5.139 1.047 4.226 0.113
H -0.321 0.754 3.562 0.062
H 1.501 -1.672 3.708 0.097
H -0.136 -1.502 3.098 0.064
H 0.792 -1.843 5.963 0.104
H -0.529 -2.629 5.120 0.102
H -1.493 -0.995 6.704 0.101
H -1.735 -0.398 5.069 0.074
H 0.153 0.628 7.200 0.099
H -0.862 1.518 6.069 0.106
H 1.890 0.334 5.602 0.107
H 1.266 1.924 5.219 0.084
C 1.306 -5.564 -0.869 -0.049
C 0.767 -4.260 -0.358 -0.279
C -0.509 -4.162 0.184 -0.026
C -0.977 -2.928 0.613 -0.142
N -0.251 -1.817 0.523 -0.051
C 0.985 -1.904 0.033 -0.144
C 1.526 -3.096 -0.417 -0.023
H 0.616 -6.382 -0.663 0.073
H 2.266 -5.802 -0.408 0.081
H 1.464 -5.521 -1.949 0.077
H -1.143 -5.036 0.268 0.107
H -1.970 -2.806 1.033 0.087
H 1.539 -0.976 0.015 0.050
H 2.532 -3.109 -0.819 0.116
S -3.130 -0.266 2.353 0.432
C -2.616 1.354 1.855 -0.967
N -3.565 2.044 1.031 -0.001
C -3.413 3.356 0.742 -0.141
C -2.613 4.124 1.511 -0.096
C -2.040 3.461 2.659 -0.193
N -2.063 2.196 2.870 0.033
H -4.111 1.465 0.424 0.046
H -3.982 3.732 -0.101 0.118
H -2.474 5.177 1.324 0.086
H -1.560 4.072 3.424 0.103

Record 2
87
Properties=species:S:1:pos:R:3:lowdin_charge:R:1 method="wB97M-V/def2-TZVPD" largest_force_ev_per_a=0.485 lumo_ha=0.0174
C -1.341 1.062 8.196 -0.069
C -0.285 1.544 7.228 -0.262
O -0.615 1.042 5.921 -0.211
P 0.407 1.061 4.697 0.463
O 1.369 -0.040 4.665 -0.272
C -0.718 1.139 3.288 -0.218
C -0.120 1.809 2.050 -0.272
C 1.173 1.171 1.517 -0.387
P 1.239 -0.682 1.474 1.001
C 2.612 -0.861 0.213 -0.330
C 3.627 -1.873 0.692 -0.334
O 3.381 -3.048 0.781 0.042
S -0.535 -1.064 0.220 0.464
C -0.072 -2.194 -1.060 -0.179
O -1.428 -1.791 1.095 -0.389
O -1.015 0.151 -0.408 -0.379
O 1.174 2.468 4.780 -0.212
C 0.509 3.742 4.782 -0.265
C 1.200 4.693 3.807 -0.065
H -1.324 1.663 9.106 0.078
H -1.204 0.012 8.448 0.080
H -2.325 1.172 7.738 0.081
H 0.707 1.182 7.504 0.125
H -0.269 2.633 7.197 0.100
H -1.036 0.110 3.090 0.086
H -1.612 1.677 3.608 0.098
H 0.100 2.848 2.299 0.082
H -0.855 1.827 1.252 0.089
H 1.365 1.548 0.510 0.072
H 2.019 1.474 2.144 0.084
H 3.075 0.113 0.046 0.079
H 2.240 -1.213 -0.744 0.063
H 4.629 -1.481 0.958 0.121
H 0.431 -3.046 -0.600 0.073
H -1.011 -2.534 -1.496 0.073
H 0.574 -1.734 -1.801 0.058
H -0.551 3.617 4.547 0.114
H 0.569 4.132 5.798 0.107
H 1.665 5.524 4.335 0.073
H 0.506 5.111 3.078 0.071
H 1.987 4.160 3.274 0.080
C -0.878 2.722 -2.223 -0.118
O -0.539 3.846 -3.006 -0.190
C -1.581 4.361 -3.809 -0.203
C -1.733 5.860 -3.657 -0.182
O -2.183 6.286 -2.382 -0.118
C -1.288 6.271 -1.286 -0.186
C -0.204 7.327 -1.322 -0.205
O 0.771 7.066 -2.311 -0.193
C 1.178 8.187 -3.059 -0.115
H -0.801 1.786 -2.784 0.085
H -0.173 2.680 -1.393 0.072
H -1.890 2.804 -1.816 0.093
H -2.533 3.875 -3.568 0.124
H -1.358 4.158 -4.865 0.126
H -2.530 6.160 -4.343 0.128
H -0.820 6.375 -3.962 0.116
H -0.853 5.282 -1.124 0.114
H -1.916 6.508 -0.423 0.128
H 0.278 7.333 -0.334 0.124
H -0.661 8.311 -1.477 0.124
H 0.329 8.829 -3.316 0.087
H 1.628 7.819 -3.981 0.088
H 1.921 8.787 -2.522 0.087
C -1.905 -5.983 -0.685 -0.109
O -0.656 -6.318 -1.249 -0.201
C -0.077 -7.519 -0.778 -0.200
C 0.421 -8.397 -1.906 -0.183
O -0.591 -8.930 -2.741 -0.119
C -1.224 -8.088 -3.688 -0.185
C -0.369 -7.681 -4.867 -0.203
O 0.644 -6.760 -4.507 -0.195
C 1.908 -7.012 -5.075 -0.117
H -1.781 -5.458 0.269 0.089
H -2.410 -5.319 -1.387 0.085
H -2.528 -6.869 -0.529 0.088
H -0.794 -8.079 -0.169 0.123
H 0.786 -7.278 -0.143 0.128
H 0.878 -9.271 -1.434 0.129
H 1.197 -7.886 -2.479 0.115
H -1.673 -7.210 -3.220 0.116
H -2.032 -8.701 -4.095 0.129
H -1.033 -7.212 -5.606 0.126
H 0.067 -8.575 -5.326 0.124
H 2.144 -8.081 -5.074 0.087
H 2.649 -6.491 -4.469 0.087
H 1.973 -6.641 -6.104 0.087

Record 3
70
Properties=species:S:1:pos:R:3:lowdin_charge:R:1 method="wB97M-V/def2-TZVPD" largest_force_ev_per_a=6.405 lumo_ha=-0.0023
O -3.331 0.583 6.346 -0.321
Si -1.881 -0.134 5.608 0.597
C -1.995 -0.206 3.687 -0.343
C -3.510 0.009 3.077 -0.267
C -3.778 1.503 2.438 -0.214
C -2.780 1.910 1.203 -0.231
C -2.179 0.647 0.348 -0.230
C -1.242 1.322 -0.862 -0.203
C 0.321 0.830 -0.770 -0.234
C 0.645 -0.562 -1.572 -0.210
C 1.866 -1.460 -0.946 -0.204
C 3.335 -1.210 -1.662 -0.201
C 4.479 -0.655 -0.576 -0.188
C 4.142 0.931 -0.353 -0.198
N 5.030 1.658 0.627 -0.212
C 4.518 3.094 0.864 -0.111
C 5.554 3.834 1.902 -0.096
C 6.662 2.644 2.207 -0.106
C 6.277 1.270 1.386 -0.055
H -3.705 1.266 5.687 0.053
H -0.711 0.688 5.949 -0.052
H -1.700 -1.494 6.125 -0.046
H -1.237 0.523 3.124 0.082
H -1.667 -1.306 3.371 0.087
H -3.824 -0.858 2.319 0.085
H -4.270 -0.090 3.993 0.099
H -4.879 1.569 2.028 0.109
H -3.666 2.363 3.256 0.115
H -1.876 2.613 1.529 0.119
H -3.423 2.564 0.446 0.119
H -3.086 0.050 -0.123 0.043
H -1.480 -0.075 0.948 0.098
H -1.333 2.511 -0.811 0.116
H -1.655 0.969 -1.897 0.070
H 0.623 0.818 0.374 0.111
H 0.971 1.694 -1.275 0.113
H -0.344 -1.225 -1.500 0.094
H 0.827 -0.271 -2.700 0.096
H 1.943 -1.238 0.200 0.109
H 1.590 -2.598 -1.171 0.116
H 3.172 -0.294 -2.406 0.105
H 3.715 -2.109 -2.308 0.110
H 4.356 -1.285 0.407 0.115
H 5.534 -0.878 -1.051 0.117
H 3.014 1.062 -0.072 0.107
H 4.302 1.456 -1.410 0.133
H 3.547 3.484 0.340 0.112
H 5.496 4.943 2.289 0.084
H 7.585 2.804 2.923 0.076
H 6.800 0.225 1.338 0.107
Cl 8.410 5.371 -2.593 0.507
C 6.764 4.789 -2.237 -1.993
Cl 6.017 4.168 -3.730 0.498
Cl 6.843 3.485 -1.025 0.574
Cl 5.784 6.134 -1.598 0.505
Cl -5.696 -1.713 0.191 0.534
C -4.893 -2.609 -1.123 -1.969
Cl -5.600 -2.131 -2.687 0.502
Cl -3.151 -2.235 -1.119 0.529
Cl -5.125 -4.359 -0.877 0.487
Cl -7.054 -9.536 -1.946 0.516
C -6.851 -7.770 -1.830 -2.007
Cl -8.415 -7.018 -1.423 0.514
Cl -5.661 -7.391 -0.559 0.482
Cl -6.275 -7.134 -3.392 0.508
Cl -3.173 -0.291 -4.071 0.489
C -2.370 -1.187 -5.385 -1.998
Cl -3.077 -0.709 -6.949 0.519
Cl -0.628 -0.813 -5.381 0.518
Cl -2.602 -2.937 -5.140 0.509

Record 4
25
Properties=species:S:1:pos:R:3:lowdin_charge:R:1 method="wB97M-V/def2-TZVPD" largest_force_ev_per_a=4.668 relative_energy_kcal_mol=79.3 lumo_ha=0.0193
C -1.724 -0.401 -1.978 -0.081
C 0.592 -0.814 -2.539 -0.040
C -1.366 -0.083 -0.716 -0.072
C 0.971 -0.356 -1.305 -0.060
C -0.791 -0.800 -2.929 -0.284
C -0.039 -0.005 -0.407 -0.383
C 0.533 1.164 4.203 -0.519
C 0.677 -0.108 3.362 -0.395
C -1.263 -1.166 -4.278 -0.064
N 0.232 0.330 0.926 -0.326
N 2.028 1.988 2.158 -0.600
S 2.034 2.136 3.854 0.735
S 1.551 0.208 1.738 0.976
H -2.796 -0.370 -2.129 0.111
H 1.344 -1.305 -3.156 0.112
H -2.185 0.233 0.049 0.148
H 2.021 -0.394 -1.011 0.099
H -0.272 1.974 3.862 0.109
H 0.279 0.936 5.186 0.045
H 1.257 -0.923 3.982 0.118
H -0.259 -0.552 3.034 0.068
H -0.557 -1.047 -5.003 0.034
H -1.210 -2.298 -4.141 0.108
H -2.335 -1.033 -4.575 0.100
H 1.277 2.685 1.810 0.061

Record 5
107
Properties=species:S:1:pos:R:3:lowdin_charge:R:1 method="wB97M-V/def2-TZVPD" total_charge=+1 largest_force_ev_per_a=10.243 lumo_ha=-0.1537
C 5.948 -3.229 3.668 -0.098
C 5.440 -2.136 2.525 -0.244
O 4.020 -2.401 2.247 -0.220
C 3.813 -3.045 0.941 -0.146
C 2.333 -2.591 0.345 -0.103
O 2.472 -1.266 -0.317 -0.254
C 1.179 -0.668 -0.477 -0.237
N 0.826 0.368 -1.490 -0.122
C 0.424 -0.525 -2.684 -0.086
C 1.667 -1.493 -3.249 -0.028
C 1.576 -1.810 -4.852 -0.256
O 0.683 -2.585 -5.472 -0.002
O 2.661 -1.204 -5.694 -0.019
C 1.813 1.523 -1.788 -0.644
I 3.899 1.514 -0.991 0.908
C 2.203 1.951 -3.305 -0.207
C 3.804 2.350 -3.578 -0.352
O 4.241 3.637 -3.676 -0.174
C 1.264 2.704 -0.725 -1.054
I 2.618 2.311 1.027 0.830
I 2.017 4.686 -1.231 0.966
C -0.197 2.429 -0.082 -0.412
C -1.406 3.562 -0.109 -0.243
O -2.560 3.446 0.615 -0.006
N -1.371 4.903 -0.849 0.093
C -2.047 6.001 -0.045 -0.162
O -3.379 6.282 -0.111 0.023
F -1.274 6.925 0.868 -0.017
P 0.195 2.490 1.772 0.749
C -1.125 1.730 2.907 -0.253
C 0.013 4.383 2.255 -0.256
C -0.493 0.974 -0.883 -0.176
C -1.692 0.100 -0.294 -0.150
C -1.652 -0.951 0.924 -0.185
C -3.123 -1.354 1.582 -0.356
C -4.418 -0.970 0.654 -0.111
C -3.289 -0.839 3.164 -0.103
B -1.427 1.735 -2.081 -0.448
O -2.888 1.656 -2.241 0.061
O -0.857 2.652 -3.115 0.047
H 5.040 -3.570 4.330 0.086
H 6.764 -2.685 4.311 0.081
H 6.359 -4.156 3.081 0.077
H 5.637 -1.067 3.011 0.126
H 6.152 -2.214 1.597 0.123
H 3.720 -4.215 1.155 0.134
H 4.637 -2.800 0.137 0.146
H 1.954 -3.328 -0.492 0.136
H 1.508 -2.520 1.183 0.146
H 0.474 -1.609 -0.697 0.149
H 0.937 -0.179 0.588 0.138
H 0.215 0.089 -3.688 0.150
H -0.563 -1.127 -2.516 0.160
H 2.666 -0.939 -2.968 0.130
H 1.665 -2.491 -2.598 0.142
H 2.816 -1.906 -6.412 0.142
H 2.030 1.144 -4.147 0.110
H 1.637 2.925 -3.706 0.117
H 4.621 1.545 -3.913 0.128
H -1.927 4.764 -1.747 0.161
H -0.684 0.762 3.409 0.059
H -2.070 1.491 2.264 0.046
H -1.489 2.480 3.762 0.104
H 0.533 4.439 3.328 0.089
H -1.103 4.690 2.420 0.070
H 0.626 5.079 1.545 0.032
H -2.473 0.905 0.133 0.133
H -2.170 -0.540 -1.185 0.137
H -1.305 -1.994 0.447 0.118
H -0.816 -0.759 1.756 0.102
H -3.178 -2.544 1.694 0.139
H -4.371 -1.350 -0.453 0.084
H -5.426 -1.367 1.158 0.107
H -4.518 0.219 0.701 0.094
H -3.742 0.238 3.248 0.085
H -3.865 -1.653 3.782 0.093
H -2.178 -0.815 3.592 0.067
H -3.147 0.903 -2.867 0.148
H -1.156 2.365 -4.031 0.139
O 4.213 -5.445 -0.472 0.042
C 4.474 -6.647 -0.395 -0.480
O 5.162 -7.132 0.662 -0.001
C 5.354 -8.531 0.938 -0.224
C 6.548 -9.073 0.176 -0.064
C 4.113 -7.575 -1.514 0.010
H 4.440 -9.099 0.749 0.116
H 5.550 -8.610 2.014 0.127
H 6.403 -9.001 -0.904 0.068
H 6.725 -10.122 0.434 0.087
H 7.447 -8.496 0.414 0.088
H 4.882 -7.522 -2.289 0.104
H 3.154 -7.255 -1.935 0.095
H 3.976 -8.609 -1.204 0.074
O -9.174 4.037 2.750 0.075
C -8.599 4.735 1.914 -0.505
O -7.274 4.981 2.022 -0.009
C -6.478 5.621 1.008 -0.235
C -6.558 7.130 1.130 -0.065
C -9.374 5.396 0.815 0.002
H -6.749 5.264 0.011 0.115
H -5.444 5.302 1.180 0.104
H -7.577 7.493 0.981 0.069
H -5.906 7.611 0.396 0.076
H -6.254 7.449 2.133 0.088
H -9.815 6.322 1.192 0.101
H -10.173 4.719 0.498 0.095
H -8.785 5.606 -0.075 0.068

Record 6
19
Properties=species:S:1:pos:R:3:lowdin_charge:R:1 method="wB97M-V/def2-TZVPD" largest_force_ev_per_a=3.055 relative_energy_kcal_mol=0.0 lumo_ha=0.0230
C -1.290 -1.212 -0.561 -0.079
C -0.237 -0.403 0.013 -0.567
C 0.510 -1.178 1.072 -0.070
C -0.839 0.921 0.616 -0.090
N 0.309 1.882 0.493 0.067
C 1.151 1.613 -0.551 -0.538
O 2.128 2.243 -0.864 0.059
C 0.673 0.265 -1.143 -0.565
Cl 2.001 -0.703 -1.694 0.705
H -0.920 -2.180 -0.895 0.099
H -1.674 -0.726 -1.373 0.052
H -2.105 -1.405 0.158 0.114
H 1.456 -0.680 1.310 0.080
H 0.895 -2.114 0.576 0.088
H 0.104 -1.380 2.074 0.093
H -1.567 1.130 -0.111 0.096
H -1.170 0.894 1.653 0.129
H 0.532 2.582 1.294 0.194
H 0.044 0.451 -2.068 0.131